Entry from the OMol25 dataset: 2 unconnected molecules or ions with the total composition CH5N4O in a non-equilibrium geometry (the ωB97M-V functional and the def2-TZVPD basis).

Geometry as ORCA input:
```
! wB97M-V def2-TZVPD RIJCOSX def2/J DEFGRID3
* xyz 1 3
C 2.346 0.264 0.016
N 3.645 0.289 -0.021
N 4.971 -0.608 -0.091
N 1.203 0.312 0.045
N -1.255 -0.368 0.037
O 5.891 0.004 0.087
H 3.888 1.239 -0.135
H -0.384 0.023 -0.380
H -1.912 0.086 0.682
H -1.696 -0.684 -0.815
H -0.902 -1.223 0.483
*
```

Its max |F| is 0.156 hartree/bohr. The HOMO energy (alpha / beta) is -12.05 / -14.62 eV. The total energy comes out at -9112.8408 eV. The LUMO energy (alpha / beta) comes out at -3.528 / -6.930 eV. For the energy relative to the best compared isomer or geometry (same formula, charge and spin), the calculation gives 33.0 kcal/mol. For the HOMO-LUMO gap (alpha / beta), the calculation gives 8.52 / 7.69 eV. The molar mass is 89.08 g/mol. As for the expectation value of S²: 2.011.

Entry from the OMol25 dataset: a gas-phase ion, CH5N4OS (charge -1) in a non-equilibrium geometry (the ωB97M-V functional and the def2-TZVPD basis).

Geometry as ORCA input:
```
! wB97M-V def2-TZVPD RIJCOSX def2/J DEFGRID3
* xyz -1 1
C 0.502 0.101 0.345
N -1.533 -0.989 0.384
N 0.104 1.034 -0.673
N 1.248 -1.049 -0.127
N -0.663 -0.291 1.062
O 1.841 -0.654 -1.339
S -0.786 -0.046 2.671
H 1.278 0.772 1.114
H -2.410 -1.052 0.860
H 1.014 0.867 -1.231
H -0.591 0.400 -1.218
H 2.036 -1.157 0.469
*
```

Its max |F| is 0.102 hartree/bohr. The HOMO energy (alpha / beta) is -2.48 / -2.48 eV. The total energy comes out at -19957.0794 eV. The LUMO energy (alpha / beta) comes out at 2.971 / 2.970 eV. For the energy relative to the best compared isomer or geometry (same formula, charge and spin), the calculation gives 36.4 kcal/mol. For the HOMO-LUMO gap (alpha / beta), the calculation gives 5.45 / 5.45 eV. The molar mass is 121.14 g/mol. As for the SMILES: [H]/N=[N+](\[S-])[C@H](N)N[O-].

Entry from the OMol25 dataset: CH5N5 in the gas phase in a non-equilibrium geometry (the ωB97M-V functional and the def2-TZVPD basis).

Geometry as ORCA input:
```
! wB97M-V def2-TZVPD RIJCOSX def2/J DEFGRID3
* xyz 0 1
C -1.677 -0.197 0.165
N 0.008 1.237 -0.370
N 2.173 0.577 0.273
N -1.256 1.020 0.158
N 0.947 0.344 0.154
N 0.376 -0.722 0.476
H -1.463 -0.976 -0.547
H -2.598 -0.283 0.729
H 0.306 2.207 -0.292
H 2.464 1.513 0.016
H 0.974 -1.378 0.964
*
```

Its max |F| is 0.043 hartree/bohr. The HOMO energy is -8.60 eV. The total energy comes out at -8562.9193 eV. The LUMO energy comes out at 1.141 eV. For the energy relative to the best compared isomer or geometry (same formula, charge and spin), the calculation gives 83.3 kcal/mol. For the HOMO-LUMO gap, the calculation gives 9.75 eV. The molar mass is 87.09 g/mol.

Entry from the OMol25 dataset: CH5NO in the gas phase in a non-equilibrium geometry (the ωB97M-V functional and the def2-TZVPD basis).

Geometry as ORCA input:
```
! wB97M-V def2-TZVPD RIJCOSX def2/J DEFGRID3
* xyz 0 1
C 0.139 -1.037 0.234
H -0.200 -1.947 -0.591
H 1.224 -0.918 -0.044
H -0.373 -1.122 1.231
H 0.034 1.704 -0.826
H -0.450 1.875 0.308
N 0.208 1.318 0.026
O -0.582 0.127 -0.338
*
```

Its max |F| is 0.153 hartree/bohr. The HOMO energy is -10.06 eV. The total energy comes out at -4651.7001 eV. The LUMO energy comes out at 1.154 eV. For the energy relative to the best compared isomer or geometry (same formula, charge and spin), the calculation gives 84.9 kcal/mol. For the HOMO-LUMO gap, the calculation gives 11.22 eV. The molar mass is 47.06 g/mol. As for the SMILES: CON.

Entry from the OMol25 dataset: CH5NO in the gas phase in a non-equilibrium geometry (the ωB97M-V functional and the def2-TZVPD basis).

Geometry as ORCA input:
```
! wB97M-V def2-TZVPD RIJCOSX def2/J DEFGRID3
* xyz 0 1
O -0.652 -0.934 0.243
H -0.289 -1.757 0.582
C 0.370 -0.225 -0.368
N 0.188 1.168 0.108
H 0.196 -0.286 -1.440
H 1.407 -0.468 -0.081
H -0.474 1.185 0.886
H 0.749 1.963 -0.176
*
```

Its max |F| is 0.054 hartree/bohr. The HOMO energy is -8.58 eV. The total energy comes out at -4654.7903 eV. The LUMO energy comes out at 1.008 eV. For the energy relative to the best compared isomer or geometry (same formula, charge and spin), the calculation gives 13.7 kcal/mol. For the HOMO-LUMO gap, the calculation gives 9.59 eV. The molar mass is 47.06 g/mol. As for the SMILES: NCO.

Entry from the OMol25 dataset: 2 unconnected molecules or ions with the total composition CH5NO in a non-equilibrium geometry (the ωB97M-V functional and the def2-TZVPD basis).

Geometry as ORCA input:
```
! wB97M-V def2-TZVPD RIJCOSX def2/J DEFGRID3
* xyz 0 1
N -0.571 -1.380 1.682
H -0.859 -0.650 2.236
H -1.328 -1.700 1.234
H -0.074 -0.850 0.892
O -0.046 0.701 -0.501
C 0.748 0.880 -1.395
H 1.422 0.018 -1.851
H 0.709 1.952 -1.905
*
```

Its max |F| is 0.107 hartree/bohr. The HOMO energy is -9.77 eV. The total energy comes out at -4654.2249 eV. The LUMO energy comes out at 0.465 eV. For the energy relative to the best compared isomer or geometry (same formula, charge and spin), the calculation gives 26.7 kcal/mol. For the HOMO-LUMO gap, the calculation gives 10.24 eV. The molar mass is 47.06 g/mol. As for the SMILES: C=O.N.

Entry from the OMol25 dataset: 2 unconnected molecules or ions with the total composition CH5NO (the ωB97M-V functional and the def2-TZVPD basis).

Geometry as ORCA input:
```
! wB97M-V def2-TZVPD RIJCOSX def2/J DEFGRID3
* xyz 0 1
N 1.192 1.427 -0.386
H 1.238 2.076 0.394
H 2.153 1.208 -0.630
H 0.728 0.590 -0.049
O -0.374 -1.076 0.803
C -1.349 -1.335 0.146
H -2.125 -0.563 0.037
H -1.461 -2.327 -0.314
*
```

Its max |F| is 0.015 hartree/bohr. The HOMO energy is -9.75 eV. The total energy comes out at -4654.8074 eV. The LUMO energy comes out at 0.654 eV. For the energy relative to the best compared isomer or geometry (same formula, charge and spin), the calculation gives 13.3 kcal/mol. For the HOMO-LUMO gap, the calculation gives 10.41 eV. The molar mass is 47.06 g/mol. As for the SMILES: C=O.N.

Entry from the OMol25 dataset: CH5NO2S in the gas phase in a non-equilibrium geometry (the ωB97M-V functional and the def2-TZVPD basis).

Geometry as ORCA input:
```
! wB97M-V def2-TZVPD RIJCOSX def2/J DEFGRID3
* xyz 0 1
C -0.099 1.379 0.315
N -0.997 0.360 -0.286
O -1.326 -2.036 -0.548
O 1.112 -1.411 -0.748
S -0.417 -1.028 -0.208
H 0.430 1.021 1.168
H 0.685 1.878 -0.239
H -0.698 2.022 0.790
H 1.329 -0.891 -1.475
H -0.019 -1.294 1.233
*
```

Its max |F| is 0.082 hartree/bohr. The HOMO energy is -10.19 eV. The total energy comes out at -17535.1619 eV. The LUMO energy comes out at 0.528 eV. For the energy relative to the best compared isomer or geometry (same formula, charge and spin), the calculation gives 87.2 kcal/mol. For the HOMO-LUMO gap, the calculation gives 10.72 eV. The molar mass is 95.12 g/mol. As for the SMILES: CN=[S@@H](=O)O.